1.
Entry from the Open Molecules 2025 dataset: the ion C6H9N2O2S with charge +1 (wB97M-V/def2-TZVPD).

The largest force on an atom is 0.089 hartree/bohr. Its total energy is -24265.219 eV. The HOMO-LUMO gap is 8.89 eV. Its energy relative to the best compared isomer or geometry (same formula, charge and spin) is 115.32 kcal/mol. As for the net charge: +1. The highest occupied orbital energy comes out at -13.99 eV.

Each line ends with the Mulliken charge.
Atoms and positions in Å:
C -1.3070 0.8988 0.5549  -0.039
C -2.6469 1.4758 0.8179  0.292
C 0.8879 1.7169 0.6348  -0.615
C 0.1191 -0.8374 0.1802  0.915
C 0.1366 -0.5303 -1.3144  -1.292
C -0.3349 -2.1183 0.6515  -1.220
N -1.0403 3.1068 1.1618  -0.374
N -0.5133 1.8987 0.6868  0.659
O -3.7416 1.0531 0.8141  -0.428
O -2.4252 2.8140 1.1891  -0.229
S 1.2514 0.0419 1.2730  0.052
H 1.3479 1.6749 -0.3584  0.345
H 1.4663 2.2547 1.4913  0.449
H 1.0092 -1.1762 -1.7585  0.365
H 0.2667 0.5059 -1.5118  0.348
H -0.5206 -0.9200 -2.0150  0.413
H -1.0043 -2.0260 1.5828  0.352
H 0.4611 -2.8289 1.1155  0.340
H -0.8906 -2.5849 -0.0949  0.406
H -0.9536 3.9386 0.6813  0.263

2.
Entry from the Open Molecules 2025 dataset: a structure of composition C35H44GeKN6O2Se (wB97M-V/def2-TZVPD).

The largest force on an atom is 0.002 hartree/bohr. Its total energy is -188234.717 eV. The HOMO-LUMO gap is 5.11 eV. Its energy relative to the best compared isomer or geometry (same formula, charge and spin) is 0.00 kcal/mol. As for the net charge: -1. The highest occupied orbital energy comes out at -2.93 eV.

Each line ends with the Mulliken charge.
Atoms and positions in Å:
K 0.0034 0.2769 0.2463  0.535
C 2.6943 -1.2239 2.5128  -1.564
N 2.7175 -0.2238 1.4485  1.061
C 3.4263 -0.6671 0.2586  -0.210
C 2.7807 -1.7788 -0.5354  0.246
C 3.5098 -2.3778 -1.5623  -1.090
C 2.8802 -3.3073 -2.3662  -0.783
C 1.5542 -3.6284 -2.1155  -0.737
C 0.9156 -2.9960 -1.0642  -0.651
N 1.5186 -2.0939 -0.2891  0.958
C 3.2361 1.0660 1.9013  -1.070
C 2.8070 2.2002 1.0015  0.548
C 3.6476 2.7266 0.0316  -0.530
C 3.1696 3.7164 -0.8110  -0.389
C 1.8707 4.1592 -0.6453  -0.727
C 1.1143 3.5998 0.3730  0.216
N 1.5631 2.6495 1.1847  -0.138
C 1.4213 -2.0419 2.5751  0.937
C 1.4639 -3.4297 2.5871  -0.655
C 0.2731 -4.1344 2.6195  -0.585
C -0.9181 -3.4288 2.6455  -0.607
C -0.8620 -2.0426 2.6639  0.245
N 0.2798 -1.3575 2.6433  -0.263
H 2.7859 -0.7096 3.4727  0.596
H 3.5557 -1.9040 2.4353  0.306
H 4.4619 -0.9649 0.5111  0.470
H 3.4720 0.1746 -0.4375  -0.541
H 4.5383 -2.0880 -1.7407  0.503
H 3.4122 -3.7644 -3.1919  0.375
H 1.0147 -4.3317 -2.7354  0.476
H -0.1280 -3.1939 -0.8426  0.463
H 4.3380 1.0552 1.9834  0.205
H 2.8221 1.2641 2.8893  0.630
H 4.6528 2.3390 -0.0794  0.326
H 3.7940 4.1159 -1.6000  0.365
H 1.4422 4.9097 -1.2953  0.434
H 0.0913 3.9217 0.5436  0.041
H 2.4157 -3.9418 2.5198  0.319
H 0.2748 -5.2175 2.5991  0.374
H -1.8743 -3.9345 2.6419  0.366
H -1.7700 -1.4487 2.6655  0.208
C -4.1156 -2.1025 0.2538  -1.337
C -2.9447 -1.4010 -0.4319  0.976
O -2.4552 -0.4279 0.2250  -0.330
C -2.5632 -1.8884 -1.6719  -1.260
C -1.5129 -1.4520 -2.5712  0.826
C -1.5270 -2.0851 -3.9484  -1.362
N -0.5778 -0.6223 -2.2385  0.194
N 0.3495 -0.3903 -3.2595  -0.468
C 1.3901 0.3068 -2.8702  -0.771
O 1.6763 0.7960 -1.7327  0.167
C 2.4037 0.5277 -3.9759  0.241
C 3.5855 1.1999 -3.6804  0.094
C 4.5567 1.4054 -4.6533  -0.835
C 4.3578 0.9391 -5.9444  -0.328
C 3.1789 0.2650 -6.2501  -0.663
C 2.2137 0.0613 -5.2771  -0.297
H -4.9023 -1.3718 0.4603  0.268
H -4.5320 -2.9234 -0.3310  0.346
H -3.7793 -2.4879 1.2208  0.194
H -3.1768 -2.6943 -2.0578  -0.022
H -2.3657 -2.7741 -4.0512  0.368
H -1.5912 -1.3140 -4.7175  0.275
H -0.5885 -2.6127 -4.1330  0.251
H 3.7144 1.5533 -2.6649  0.301
H 5.4723 1.9305 -4.4032  0.373
H 5.1118 1.0972 -6.7068  0.358
H 3.0157 -0.1041 -7.2565  0.383
H 1.2936 -0.4649 -5.4936  0.425
C -2.8608 6.0939 4.4970  -1.211
Ge -2.1523 4.6377 3.3731  0.620
C -0.2236 4.4964 3.6591  -0.858
C -2.5298 5.0776 1.5026  -1.208
C -2.9592 2.9312 3.8935  -1.011
Se -2.5811 1.5047 2.5993  0.001
C -4.1464 1.8138 1.4966  -0.653
H -2.3827 7.0374 4.2268  0.352
H -2.6659 5.9038 5.5534  0.355
H -3.9375 6.2064 4.3623  0.351
H 0.2929 5.3782 3.2760  0.332
H 0.1795 3.6174 3.1541  0.030
H -0.0108 4.4107 4.7265  0.400
H -1.9233 5.9336 1.2010  0.369
H -3.5803 5.3352 1.3614  0.383
H -2.2900 4.2356 0.8525  0.266
H -4.0415 2.9858 4.0157  0.409
H -2.5390 2.6181 4.8505  0.461
H -4.1713 2.8483 1.1605  0.283
H -5.0463 1.5744 2.0606  0.322
H -4.0231 1.1373 0.6540  -0.021